A cluster of 10 separate species, C40H74O20S7 in total in a non-equilibrium geometry, computed with ωB97M-V with the def2-TZVPD basis set.

Cartesian coordinates (Å):
O  12.58256  14.84172  7.53186
S  12.94983  14.52396  8.89241
O  11.82098  14.11747  9.75574
C  14.28894  13.28404  8.96140
C  15.49730  14.07124  8.48949
C  15.43598  15.39673  9.29646
C  13.96470  15.81086  9.59295
H  14.09598  12.49823  8.19881
H  14.38240  12.89417  9.99858
H  16.45985  13.64418  8.68263
H  15.41093  14.31604  7.41420
H  15.86605  16.24060  8.78829
H  15.87489  15.19957  10.28050
H  13.66267  16.80000  9.16536
H  13.78256  15.79843  10.66532
O  8.04497  10.94724  14.05763
S  8.33859  12.36306  14.04061
O  9.53643  12.83932  14.69871
C  8.31403  12.94725  12.28509
C  6.92278  13.58631  12.19327
C  6.56245  14.27502  13.51539
C  6.82441  13.19946  14.58619
H  8.48849  12.02746  11.73009
H  9.12740  13.65156  12.13813
H  6.79258  14.27334  11.39124
H  6.12302  12.80688  12.10113
H  5.53252  14.63625  13.61668
H  7.24941  15.09148  13.71473
H  5.98542  12.48044  14.62125
H  7.03140  13.61862  15.57613
O  10.65273  15.78263  16.95014
S  10.55840  14.85818  18.06790
O  9.34684  14.79805  18.86368
C  11.08167  13.23039  17.49780
C  12.58388  13.44842  17.32873
C  13.10249  14.03373  18.70639
C  11.98663  15.02445  19.24086
H  10.45201  12.91913  16.63575
H  10.93901  12.56807  18.34369
H  13.03900  12.48334  17.10746
H  12.76665  14.12168  16.46090
H  14.07502  14.50587  18.55435
H  13.18457  13.18665  19.40365
H  12.36574  16.06339  19.38026
H  11.61018  14.68272  20.23185
O  13.72359  9.70519  17.51661
S  12.61563  8.81442  17.30822
O  12.65683  7.51618  17.94638
C  11.14684  9.69627  17.67352
C  10.36950  9.89460  16.33058
C  11.49241  9.88604  15.25159
C  12.25923  8.62561  15.55627
H  11.37907  10.65256  18.04850
H  10.60263  9.05702  18.39090
H  9.70700  9.06297  16.19628
H  9.85660  10.84779  16.34992
H  12.12200  10.75776  15.43605
H  11.15069  9.96272  14.20360
H  13.17428  8.49708  15.04212
H  11.67480  7.70648  15.39798
O  15.19671  9.27458  14.32832
S  16.40094  10.03540  14.58853
O  17.56782  9.21734  14.79450
C  16.52222  11.33348  13.33928
C  17.04365  12.51309  14.17204
C  16.36210  12.53730  15.50805
C  16.15283  11.11730  16.00606
H  15.53920  11.54587  12.92083
H  17.22732  10.93429  12.60023
H  18.13711  12.40958  14.30302
H  16.86249  13.46427  13.67791
H  15.40308  12.96075  15.29629
H  16.81393  13.10708  16.29468
H  15.21177  10.93782  16.55108
H  16.91365  10.87810  16.69484
O  12.94370  7.82433  9.90937
S  13.25519  9.24323  10.04972
O  14.42765  9.77024  9.33665
C  11.79854  10.25424  9.55982
C  11.29161  10.79163  10.89682
C  12.45287  10.94867  11.86889
C  13.32686  9.70345  11.82355
H  11.14918  9.55410  9.05627
H  12.09745  11.05110  8.91176
H  10.75135  11.72221  10.79561
H  10.50876  10.07032  11.29697
H  12.13782  11.08146  12.88502
H  12.95597  11.87183  11.60105
H  13.07457  8.84672  12.46051
H  14.33117  9.97064  12.06002
O  13.54609  13.01592  14.25708
S  13.57757  14.14407  13.29302
O  14.32050  13.88955  12.06045
C  11.85568  14.71434  12.95936
C  12.06091  16.27543  13.05499
C  13.00800  16.49945  14.23181
C  14.25898  15.66816  14.08583
H  11.17595  14.25425  13.66384
H  11.66029  14.41494  11.87525
H  12.43089  16.55612  12.05143
H  11.12591  16.87999  13.20692
H  12.45714  16.14700  15.08414
H  13.24867  17.56502  14.35198
H  14.63546  15.39901  15.07616
H  15.07392  16.02963  13.49343
O  14.69403  17.93178  11.63012
C  14.53123  19.10895  11.55641
C  15.13035  20.08990  10.50326
C  14.64320  21.47984  10.85457
C  13.59677  21.19368  11.90310
O  13.74126  19.83468  12.39656
H  16.19622  19.94090  10.55497
H  14.81868  19.79739  9.51200
H  15.44388  22.14415  11.20505
H  14.14628  21.98268  9.95775
H  13.73912  21.88187  12.74150
H  12.58870  21.31730  11.47289
O  9.32853  19.32332  11.64026
C  9.35284  19.05002  12.78222
C  10.44227  19.41029  13.79158
C  10.01112  18.86395  15.09818
C  8.76775  18.03899  14.75793
O  8.40222  18.35433  13.39188
H  11.38624  19.02017  13.40074
H  10.57696  20.49083  13.88890
H  10.71121  18.21814  15.59029
H  9.67472  19.60348  15.79221
H  9.08949  17.00453  14.81525
H  7.90265  18.24742  15.35666
O  12.28743  19.17373  9.73160
C  11.35010  18.50310  9.40613
C  10.28449  18.84878  8.32004
C  9.65329  17.49089  7.98068
C  9.84890  16.74302  9.31741
O  11.11768  17.26346  9.85138
H  9.51304  19.47048  8.76924
H  10.85892  19.35022  7.52957
H  8.65607  17.57741  7.62400
H  10.31745  17.02162  7.22650
H  9.10905  16.98781  10.10498
H  10.02103  15.68864  9.26828

Orbital gap in eV: 10.03
ΔE to the lowest compared entry with this formula, charge and spin in eV: 0.000
HOMO level in hartree: -0.363

=====

A cluster of 9 separate species, C40H75IN2O37S10 in total in a non-equilibrium geometry, computed with ωB97M-V with the def2-TZVPD basis set.

Cartesian coordinates (Å):
C  -3.98604  3.63590  3.23811
C  -2.70053  3.70247  2.39990
C  -1.43782  3.58504  3.25190
C  -0.14679  4.02205  2.52199
C  -0.16608  3.61385  1.04888
C  1.22929  3.57846  0.43181
C  1.27862  3.11865  -1.06253
C  -0.06415  2.84390  -1.71218
N  0.06356  2.45570  -3.13448
C  1.08931  1.41542  -3.38616
C  0.97119  0.13273  -2.56389
C  2.33234  -0.34516  -2.06394
C  2.12996  -1.65038  -1.26111
C  2.65668  -1.50963  0.17774
C  1.84115  -2.34435  1.19932
C  0.95786  -1.39171  2.06340
C  -0.52991  -1.63063  1.72275
C  -1.14876  2.24019  -3.76492
S  -2.21728  3.46769  -3.95358
S  -1.60382  0.64760  -4.48518
C  -2.27814  -0.38960  -3.14957
C  -3.23900  0.30088  -2.16413
C  -4.68872  -0.08542  -2.48710
C  -5.66717  0.05778  -1.29442
C  -5.80139  1.55903  -1.09751
O  -6.85178  1.89846  -0.20784
N  -7.10655  3.30940  -0.27411
O  -6.92222  3.81756  0.74840
O  -6.90617  -0.45955  -1.80463
C  -7.28804  -1.40910  -0.88294
O  -8.45435  -1.66755  -0.59122
O  -6.13983  -1.97335  -0.40578
C  -5.27572  -0.84576  -0.12314
I  -5.81632  -0.28609  1.88544
H  -4.78469  3.25330  2.60632
H  -3.86384  2.96154  4.08206
H  -4.31367  4.61860  3.56606
H  -2.70185  4.65304  1.86456
H  -2.76397  2.91075  1.65566
H  -1.59771  4.20378  4.13287
H  -1.30321  2.53782  3.52387
H  -0.01956  5.09582  2.64988
H  0.68978  3.52090  3.00951
H  -0.77774  4.33267  0.50941
H  -0.58813  2.61280  0.98119
H  1.82410  2.86456  1.00005
H  1.70647  4.55314  0.49090
H  1.96136  2.27904  -1.13553
H  1.73269  3.93726  -1.62092
H  -0.64451  2.08656  -1.17995
H  -0.65610  3.75011  -1.65691
H  0.99438  1.13831  -4.43273
H  2.06794  1.88328  -3.30437
H  0.29285  0.20027  -1.71324
H  0.59951  -0.66941  -3.19880
H  2.77490  0.43173  -1.44264
H  3.00441  -0.52008  -2.90113
H  1.07865  -1.92915  -1.24957
H  2.71139  -2.42326  -1.75873
H  3.68781  -1.86476  0.19982
H  2.66118  -0.45708  0.44874
H  2.51767  -2.84222  1.88710
H  1.22619  -3.05715  0.66393
H  1.07447  -1.60764  3.12197
H  1.21907  -0.34712  1.92010
H  -0.95932  -2.39596  2.36235
H  -1.09735  -0.71013  1.87280
H  -0.65055  -1.92040  0.68047
H  -2.82537  -1.16488  -3.67776
H  -1.46209  -0.87891  -2.62756
H  -2.94307  -0.03623  -1.16919
H  -3.09259  1.37753  -2.18621
H  -5.01506  0.56859  -3.28933
H  -4.73818  -1.13336  -2.77270
H  -6.05982  1.97614  -2.07415
H  -4.85169  2.02320  -0.82738
H  -4.26172  -1.20919  -0.09147
O  2.30396  0.98062  -6.96616
S  2.07134  2.16868  -7.70947
O  2.20790  2.20131  -9.11901
O  2.95580  3.33568  -7.06443
C  2.11766  4.42870  -6.66243
C  0.78823  3.78671  -6.33370
O  0.63453  2.75636  -7.32470
H  2.03074  5.12221  -7.50127
H  2.55367  4.94375  -5.81102
H  -0.04029  4.48697  -6.38021
H  0.80720  3.31404  -5.35111
O  6.53985  1.45733  -2.45817
S  5.85923  1.63975  -3.68943
O  4.79481  2.56690  -3.83706
O  5.36617  0.20787  -4.20376
C  5.90552  -0.06155  -5.50486
C  7.21099  0.69807  -5.54240
O  6.93512  1.92334  -4.83927
H  5.20781  0.31920  -6.25429
H  6.04409  -1.12864  -5.64400
H  7.54126  0.90504  -6.55653
H  7.99368  0.16984  -5.00533
O  7.90226  -1.86788  -4.06638
S  8.16033  -1.86960  -2.66821
O  7.14749  -2.12307  -1.71324
O  8.90162  -0.50354  -2.29881
C  10.17101  -0.77565  -1.69080
C  10.60209  -2.09800  -2.28786
O  9.38810  -2.85642  -2.38122
H  10.02529  -0.85130  -0.61172
H  10.87006  0.02745  -1.90561
H  11.32822  -2.62128  -1.67301
H  11.00383  -1.96951  -3.29516
O  0.45252  -5.24679  2.02679
S  0.42554  -4.97715  3.41933
O  1.29490  -4.02780  4.01585
O  0.55089  -6.36628  4.20289
C  -0.58118  -6.54835  5.06985
C  -1.70751  -5.80067  4.39162
O  -1.07314  -4.62813  3.84793
H  -0.34159  -6.11350  6.04178
H  -0.79637  -7.60634  5.19084
H  -2.49470  -5.52408  5.07570
H  -2.12819  -6.37590  3.56447
O  -14.49666  -1.36314  -2.67339
S  -13.50984  -0.39580  -2.99087
O  -13.69419  0.54213  -4.03658
O  -12.11437  -1.15310  -3.19750
C  -11.12799  -0.63051  -2.29347
C  -11.91999  -0.15829  -1.09646
O  -13.11402  0.40469  -1.66034
H  -10.61656  0.19898  -2.78603
H  -10.40658  -1.39780  -2.03520
H  -11.38945  0.58569  -0.51000
H  -12.20543  -0.99246  -0.45239
O  -4.46343  -6.28077  5.30596
S  -4.97807  -7.59632  5.15072
O  -4.84195  -8.57049  6.16743
O  -4.41138  -8.18373  3.77193
C  -5.49781  -8.56685  2.91383
C  -6.62847  -7.63720  3.29865
O  -6.51371  -7.51054  4.72442
H  -5.74683  -9.60892  3.12060
H  -5.20882  -8.46355  1.87195
H  -7.60486  -8.02975  3.03181
H  -6.50106  -6.64728  2.85612
O  5.61095  1.14295  5.15610
S  4.62184  0.43598  4.41871
O  3.26328  0.83790  4.41500
O  4.71649  -1.10975  4.81849
C  4.95432  -1.89830  3.64456
C  5.70939  -0.99121  2.70870
O  5.10770  0.29552  2.90175
H  3.98558  -2.17917  3.22878
H  5.51781  -2.79290  3.89429
H  5.62059  -1.30727  1.67278
H  6.76554  -0.91550  2.97710
O  7.16202  7.21630  6.04481
S  6.22787  6.55002  6.87792
O  5.67157  7.17409  8.02182
O  6.85361  5.13407  7.29581
C  5.97718  4.07105  6.89109
C  5.26012  4.60375  5.67948
O  5.02679  5.98923  5.97540
H  5.28168  3.86983  7.70825
H  6.54687  3.17353  6.67189
H  4.32257  4.08914  5.49142
H  5.89055  4.54906  4.78959

Orbital gap in eV: 7.87
HOMO level in hartree: -0.311

=====

A cluster of 5 separate species, C40H75N5O3 in total in a non-equilibrium geometry, computed with ωB97M-V with the def2-TZVPD basis set.

Cartesian coordinates (Å):
C  -12.81279  8.06163  -5.01311
N  -12.92638  7.15455  -3.79891
C  -12.55955  7.58980  -2.59083
C  -12.41832  6.73447  -1.51433
C  -12.84562  5.39276  -1.59279
C  -13.42934  4.96631  -2.82858
C  -13.32395  5.83548  -3.96820
C  -12.76879  4.47409  -0.40175
C  -13.77676  3.48821  -0.15100
C  -13.59729  2.58939  0.91670
N  -12.48315  2.67792  1.67973
C  -11.51266  3.58682  1.44579
C  -11.55828  4.38625  0.33241
C  -12.31732  1.69871  2.78393
H  -11.93234  8.69694  -4.91695
H  -13.78569  8.53340  -5.15111
H  -12.63241  7.39816  -5.85891
H  -12.46519  8.66244  -2.50752
H  -12.08382  7.19501  -0.59650
H  -13.88105  3.99167  -2.94004
H  -13.59101  5.60140  -4.98815
H  -14.68289  3.40461  -0.73269
H  -14.40067  1.91863  1.18327
H  -10.65014  3.64902  2.09277
H  -10.66736  4.93515  0.06523
H  -12.69617  0.73066  2.45615
H  -12.88997  2.07866  3.62999
H  -11.27532  1.70977  3.10362
C  1.45741  3.17296  -3.64364
C  0.77129  3.57892  -4.99307
C  0.73252  5.08750  -5.32416
C  2.06275  5.67730  -5.59234
N  2.03783  7.21444  -5.89747
C  1.31790  7.62945  -7.16553
C  2.38052  7.68056  -8.29120
C  3.69744  7.99473  -7.55489
C  3.52271  7.48134  -6.18498
C  1.50655  8.06729  -4.71356
H  1.30856  2.09903  -3.53123
H  1.06130  3.72230  -2.78959
H  2.51484  3.43106  -3.70138
H  -0.26770  3.34140  -4.76463
H  1.05572  3.01026  -5.87842
H  0.33307  5.56029  -4.42693
H  0.15975  5.25041  -6.23711
H  2.40504  5.27069  -6.54397
H  2.70828  5.39186  -4.76172
H  0.96332  8.65660  -7.07987
H  0.46493  6.97355  -7.33971
H  2.21760  8.51748  -8.97024
H  2.42141  6.75364  -8.86326
H  3.89321  9.06363  -7.46983
H  4.49487  7.66851  -8.22257
H  3.79373  8.24683  -5.45788
H  4.23805  6.70848  -5.90375
H  1.67757  9.12726  -4.90148
H  1.97214  7.74949  -3.78064
H  0.42935  7.96224  -4.58433
C  -2.75778  6.86726  3.47990
C  -1.85765  5.79751  4.11907
C  -1.42651  5.96863  5.56488
C  -2.66389  6.04309  6.51007
N  -2.22300  6.24310  8.03917
C  -3.45036  6.72056  8.91173
C  -3.31626  8.30005  9.23997
C  -2.17527  8.71133  8.27569
C  -1.30246  7.46886  8.27944
C  -1.72012  4.89548  8.66273
H  -2.24211  7.81955  3.60379
H  -3.71111  6.98748  3.99449
H  -2.78717  6.79740  2.39254
H  -0.88988  5.91980  3.63268
H  -2.19086  4.76786  3.98917
H  -0.84746  6.89027  5.62319
H  -0.93618  5.07719  5.95603
H  -3.27783  5.14511  6.44068
H  -3.18933  6.97289  6.29219
H  -3.58802  6.09845  9.79610
H  -4.24212  6.50673  8.19376
H  -2.99949  8.44290  10.27310
H  -4.29911  8.73751  9.06466
H  -1.61079  9.54395  8.69549
H  -2.54408  8.93438  7.27453
H  -0.86648  7.39067  9.27538
H  -0.49698  7.42697  7.54627
H  -1.74853  4.93592  9.75162
H  -0.67617  4.74176  8.38954
H  -2.39695  4.10242  8.34484
C  -3.54469  12.89551  -16.48073
C  -4.88840  13.40666  -17.09316
C  -6.15486  13.04260  -16.35881
C  -6.48622  13.89473  -15.11449
N  -7.42877  13.13583  -14.02820
C  -7.81734  14.10797  -12.83144
C  -9.32955  14.38021  -13.03649
C  -9.70205  13.94189  -14.47288
C  -8.83820  12.66109  -14.54193
C  -6.55881  12.07934  -13.30564
H  -2.63870  13.16517  -17.02349
H  -3.52921  11.80778  -16.54935
H  -3.36907  12.98998  -15.40912
H  -4.94179  12.96709  -18.08917
H  -4.86349  14.47323  -17.31657
H  -6.25697  11.96526  -16.22837
H  -6.95078  13.15230  -17.09541
H  -6.92430  14.83622  -15.44583
H  -5.56094  14.12003  -14.58420
H  -7.66473  13.60317  -11.87750
H  -7.21472  15.01155  -12.73931
H  -9.90829  13.76198  -12.35024
H  -9.64522  15.41975  -12.94811
H  -10.78101  13.79484  -14.52126
H  -9.43804  14.58337  -15.31367
H  -9.09413  11.84820  -13.86237
H  -8.67680  12.18692  -15.51003
H  -7.18961  11.36064  -12.78253
H  -5.83648  12.62548  -12.69897
H  -6.14358  11.58036  -14.18127
O  -7.16402  7.40388  -4.54370
C  -6.70633  7.59756  -5.75793
O  -5.48094  7.35168  -5.90415
O  -7.35418  8.04117  -6.70699
H  -6.24279  7.31042  -4.29030

Net charge: +4
Orbital gap in eV: 1.60
ΔE to the lowest compared entry with this formula, charge and spin in eV: 0.000
HOMO level in hartree: -0.402